{"formula": "C82H191N13O13", "method": "the ωB97M-V functional and the def2-TZVPD basis", "symbols": ["C", "C", "C", "C", "C", "C", "N", "O", "C", "C", "C", "H", "H", "H", "H", "H", "H", "H", "H", "H", "H", "H", "H", "H", "H", "H", "H", "H", "H", "H", "C", "C", "C", "C", "C", "C", "N", "O", "C", "C", "C", "H", "H", "H", "H", "H", "H", "H", "H", "H", "H", "H", "H", "H", "H", "H", "H", "H", "H", "H", "C", "C", "C", "C", "C", "C", "N", "O", "C", "C", "C", "H", "H", "H", "H", "H", "H", "H", "H", "H", "H", "H", "H", "H", "H", "H", "H", "H", "H", "H", "C", "C", "C", "C", "C", "C", "N", "O", "C", "C", "C", "H", "H", "H", "H", "H", "H", "H", "H", "H", "H", "H", "H", "H", "H", "H", "H", "H", "H", "H", "C", "C", "C", "C", "C", "C", "N", "O", "C", "C", "C", "H", "H", "H", "H", "H", "H", "H", "H", "H", "H", "H", "H", "H", "H", "H", "H", "H", "H", "H", "C", "C", "C", "C", "C", "C", "N", "O", "C", "C", "C", "H", "H", "H", "H", "H", "H", "H", "H", "H", "H", "H", "H", "H", "H", "H", "H", "H", "H", "H", "C", "C", "C", "O", "C", "N", "H", "H", "H", "H", "H", "H", "H", "H", "H", "H", "H", "C", "C", "C", "O", "C", "N", "H", "H", "H", "H", "H", "H", "H", "H", "H", "H", "H", "C", "C", "C", "O", "C", "N", "H", "H", "H", "H", "H", "H", "H", "H", "H", "H", "H", "C", "C", "C", "O", "C", "N", "H", "H", "H", "H", "H", "H", "H", "H", "H", "H", "H", "C", "C", "C", "O", "C", "N", "H", "H", "H", "H", "H", "H", "H", "H", "H", "H", "H", "C", "C", "C", "O", "C", "N", "H", "H", "H", "H", "H", "H", "H", "H", "H", "H", "H", "C", "C", "C", "O", "C", "N", "H", "H", "H", "H", "H", "H", "H", "H", "H", "H", "H"], "xyz": [[5.776, -0.417, -4.315], [5.492, -1.715, -5.047], [6.782, -2.617, -5.148], [7.119, -3.211, -3.761], [5.950, -4.033, -3.238], [4.637, -3.262, -3.127], [4.430, -2.505, -4.388], [3.287, -1.549, -4.197], [3.511, -4.327, -3.039], [4.623, -2.395, -1.876], [5.039, -1.339, -6.455], [4.870, 0.186, -4.279], [6.545, 0.213, -4.778], [6.055, -0.569, -3.274], [6.590, -3.452, -5.828], [7.618, -2.053, -5.552], [7.233, -2.364, -3.082], [8.077, -3.776, -3.716], [6.200, -4.344, -2.221], [5.872, -4.941, -3.856], [3.488, -4.905, -3.953], [3.591, -4.958, -2.159], [2.563, -3.794, -2.947], [3.816, -1.675, -1.923], [4.423, -3.003, -0.996], [5.534, -1.858, -1.651], [5.840, -0.825, -6.993], [4.203, -0.667, -6.467], [4.823, -2.249, -7.039], [2.806, -1.573, -5.034], [2.831, -0.882, 6.495], [1.978, -1.873, 5.722], [1.915, -3.207, 6.551], [0.887, -3.264, 7.614], [-0.460, -2.861, 7.091], [-0.487, -1.393, 6.492], [0.595, -1.358, 5.536], [0.616, -0.061, 4.839], [-1.840, -1.097, 5.881], [-0.227, -0.397, 7.592], [2.689, -2.256, 4.432], [3.004, 0.044, 5.988], [3.872, -1.318, 6.478], [2.560, -0.711, 7.528], [1.695, -4.004, 5.827], [2.911, -3.384, 6.980], [1.133, -2.586, 8.441], [0.760, -4.260, 8.026], [-1.195, -2.834, 7.929], [-0.842, -3.602, 6.359], [-1.983, -0.036, 5.735], [-1.966, -1.608, 4.930], [-2.499, -1.572, 6.608], [-1.072, -0.483, 8.268], [0.696, -0.535, 8.127], [-0.356, 0.646, 7.327], [2.057, -2.975, 3.915], [3.693, -2.692, 4.602], [2.851, -1.409, 3.746], [1.234, 0.467, 5.351], [4.088, 4.379, 2.541], [3.780, 5.652, 1.755], [5.153, 6.307, 1.360], [5.908, 5.509, 0.322], [5.054, 5.257, -0.907], [3.565, 4.751, -0.630], [2.998, 5.491, 0.505], [1.745, 4.794, 0.804], [2.728, 5.143, -1.873], [3.598, 3.203, -0.380], [3.078, 6.673, 2.665], [4.474, 4.584, 3.577], [4.791, 3.769, 1.991], [3.136, 3.867, 2.632], [4.895, 7.323, 1.038], [5.692, 6.417, 2.326], [6.414, 4.606, 0.724], [6.739, 6.059, -0.136], [5.577, 4.535, -1.548], [5.004, 6.252, -1.317], [1.745, 4.662, -1.793], [2.639, 6.206, -1.860], [3.064, 4.618, -2.774], [4.584, 2.754, -0.390], [3.111, 2.962, 0.560], [2.985, 2.677, -1.112], [3.732, 6.983, 3.480], [2.141, 6.245, 3.094], [2.761, 7.566, 2.095], [1.023, 5.485, 0.816], [-5.525, -5.779, -4.304], [-4.168, -6.332, -4.055], [-3.734, -7.208, -5.228], [-3.460, -6.443, -6.524], [-2.504, -5.334, -6.267], [-2.788, -4.429, -5.035], [-3.159, -5.252, -3.889], [-3.526, -4.387, -2.772], [-1.482, -3.640, -4.751], [-3.876, -3.370, -5.334], [-4.167, -7.181, -2.730], [-5.561, -5.315, -5.301], [-5.851, -5.034, -3.589], [-6.298, -6.532, -4.403], [-2.789, -7.680, -4.970], [-4.397, -8.092, -5.369], [-4.364, -6.035, -6.942], [-2.923, -7.107, -7.226], [-2.356, -4.679, -7.131], [-1.518, -5.758, -6.051], [-1.166, -3.051, -5.623], [-1.787, -2.952, -3.967], [-0.634, -4.184, -4.361], [-4.416, -3.042, -4.414], [-3.378, -2.501, -5.788], [-4.677, -3.612, -6.052], [-4.800, -8.056, -2.728], [-4.492, -6.542, -1.938], [-3.120, -7.521, -2.616], [-2.817, -4.694, -2.182], [1.122, -0.664, 1.210], [-0.117, -0.254, 0.433], [-0.675, -1.372, -0.482], [-2.088, -1.051, -1.044], [-3.115, -0.888, 0.125], [-2.666, 0.185, 1.151], [-1.183, -0.016, 1.397], [-0.789, 1.065, 2.313], [-3.009, 1.626, 0.635], [-3.347, -0.092, 2.483], [0.226, 0.913, -0.413], [1.713, 0.220, 1.536], [1.789, -1.221, 0.539], [0.874, -1.322, 2.071], [0.019, -1.394, -1.351], [-0.635, -2.378, -0.057], [-2.412, -1.974, -1.564], [-2.025, -0.186, -1.670], [-3.279, -1.843, 0.605], [-4.013, -0.520, -0.363], [-2.995, 2.379, 1.436], [-2.264, 1.950, -0.084], [-3.945, 1.681, 0.114], [-3.005, 0.651, 3.170], [-4.440, -0.050, 2.379], [-3.079, -1.082, 2.850], [0.501, 1.784, 0.180], [-0.508, 1.244, -1.143], [1.138, 0.642, -0.985], [-0.466, 0.760, 3.188], [4.693, -0.137, 1.287], [6.202, -0.162, 1.355], [6.816, 0.532, 0.102], [8.253, 0.862, 0.243], [8.488, 1.771, 1.443], [7.903, 1.156, 2.790], [6.531, 0.735, 2.455], [5.944, 0.157, 3.670], [8.808, 0.103, 3.278], [7.816, 2.260, 3.864], [6.685, -1.608, 1.519], [4.440, -0.549, 0.329], [4.367, 0.911, 1.267], [4.229, -0.645, 2.130], [6.774, -0.167, -0.731], [6.304, 1.444, -0.259], [8.582, 1.393, -0.642], [8.933, 0.001, 0.257], [8.082, 2.759, 1.230], [9.570, 1.920, 1.523], [8.392, -0.624, 4.002], [9.103, -0.534, 2.439], [9.729, 0.511, 3.663], [8.782, 2.760, 4.088], [7.060, 2.993, 3.564], [7.504, 1.892, 4.852], [6.307, -1.997, 2.467], [7.757, -1.705, 1.455], [6.237, -2.229, 0.719], [5.219, 0.718, 3.988], [-7.253, 3.674, -2.972], [-5.831, 3.746, -2.350], [-5.905, 4.380, -0.989], [-4.594, 4.385, -0.433], [-4.517, 4.983, 0.820], [-5.174, 2.411, -2.365], [-7.719, 4.673, -2.968], [-7.854, 3.060, -2.350], [-7.248, 3.354, -4.021], [-5.257, 4.495, -2.884], [-6.492, 3.792, -0.322], [-6.302, 5.391, -1.037], [-4.557, 6.076, 0.758], [-3.581, 4.687, 1.298], [-5.424, 4.704, 1.406], [-5.812, 1.702, -2.000], [-4.317, 2.391, -1.784], [-1.196, 4.596, -0.911], [-0.821, 6.079, -0.987], [-1.936, 6.884, -1.621], [-1.581, 8.260, -1.653], [-2.712, 9.080, -1.924], [-0.378, 6.604, 0.266], [-1.784, 4.191, -1.745], [-1.890, 4.424, -0.102], [-0.300, 3.995, -0.724], [-0.034, 6.313, -1.682], [-2.791, 6.813, -0.937], [-2.329, 6.474, -2.564], [-3.188, 8.725, -2.816], [-2.376, 10.085, -2.063], [-3.486, 9.008, -1.153], [-0.216, 7.590, 0.154], [-1.134, 6.673, 0.934], [0.870, 2.816, 4.339], [-0.544, 3.382, 3.981], [-0.933, 4.573, 4.885], [-0.850, 4.319, 6.295], [-1.725, 3.312, 6.701], [-0.666, 3.872, 2.626], [1.622, 3.577, 4.273], [1.151, 1.973, 3.672], [0.850, 2.524, 5.393], [-1.360, 2.664, 4.132], [-1.956, 4.808, 4.569], [-0.295, 5.402, 4.647], [-2.744, 3.480, 6.271], [-1.845, 3.305, 7.799], [-1.351, 2.386, 6.306], [0.248, 4.068, 2.188], [-0.988, 3.133, 2.021], [0.419, -0.021, -4.513], [0.832, 1.358, -4.980], [0.548, 2.409, -3.930], [-0.740, 2.285, -3.321], [-1.668, 2.983, -4.086], [2.255, 1.503, -5.167], [-0.658, -0.051, -4.439], [0.798, -0.240, -3.508], [0.732, -0.769, -5.255], [0.297, 1.730, -5.884], [0.669, 3.432, -4.328], [1.312, 2.440, -3.114], [-2.658, 2.924, -3.608], [-1.690, 2.582, -5.108], [-1.418, 4.063, -4.041], [2.777, 1.044, -4.438], [2.629, 1.182, -6.054], [-7.644, 0.734, 3.204], [-7.113, 0.768, 1.783], [-8.260, 0.821, 0.901], [-7.874, 0.563, -0.396], [-9.040, 0.398, -1.194], [-6.382, 1.994, 1.569], [-8.181, 1.693, 3.423], [-6.894, 0.669, 3.960], [-8.403, -0.027, 3.361], [-6.507, -0.143, 1.555], [-8.669, 1.846, 1.010], [-9.015, 0.094, 1.238], [-9.690, 1.316, -1.141], [-9.637, -0.422, -0.791], [-8.701, 0.264, -2.175], [-6.091, 2.097, 0.606], [-5.559, 2.026, 2.140], [-6.573, -2.929, 1.274], [-5.934, -3.733, 0.116], [-6.825, -4.863, -0.303], [-7.125, -5.752, 0.764], [-5.989, -6.402, 1.363], [-5.818, -2.848, -1.100], [-6.777, -3.643, 2.087], [-7.488, -2.462, 0.941], [-5.977, -2.197, 1.808], [-5.009, -4.104, 0.496], [-6.403, -5.396, -1.173], [-7.884, -4.515, -0.497], [-5.235, -6.611, 0.611], [-6.383, -7.307, 1.822], [-5.563, -5.804, 2.178], [-5.649, -1.931, -0.765], [-5.029, -3.045, -1.708], [-0.282, -6.759, -2.510], [-0.264, -6.311, -1.053], [0.851, -5.344, -0.859], [0.775, -4.862, 0.510], [1.879, -4.157, 0.902], [-1.499, -5.624, -0.755], [0.700, -6.858, -2.973], [-0.798, -6.031, -3.121], [-0.859, -7.658, -2.654], [-0.078, -7.168, -0.431], [0.757, -4.434, -1.390], [1.868, -5.722, -0.981], [2.827, -4.713, 0.850], [1.825, -3.958, 1.992], [2.064, -3.261, 0.307], [-1.326, -4.974, 0.010], [-2.202, -6.289, -0.506]], "atomic_forces_ev_per_a": [[0.18, 0.75, 0.58], [1.11, -0.30, 0.10], [-0.72, -0.40, 0.82], [0.04, 0.72, -0.10], [0.86, -0.24, -0.10], [-0.14, -0.33, -0.47], [-1.34, 0.68, -0.67], [1.00, -1.12, 0.27], [-0.25, 1.33, 0.00], [-0.42, -0.03, 0.47], [0.64, -1.03, -0.60], [-0.03, 0.00, -0.06], [-0.03, -0.38, -0.11], [0.15, -0.07, 0.02], [-0.12, 0.08, -0.15], [-0.03, 0.25, -0.03], [0.31, 0.04, 0.11], [-0.65, 0.26, -0.29], [-0.08, -0.27, 0.00], [-0.33, 0.24, 0.14], [0.04, -0.25, -0.12], [0.37, -0.12, 0.02], [-0.12, -0.06, -0.09], [-0.19, 0.23, -0.10], [0.00, -0.26, 0.06], [0.38, 0.11, -0.26], [0.11, 0.01, 0.19], [-0.60, 0.25, 0.10], [-0.17, 0.32, 0.22], [0.09, -0.35, 0.08], [2.23, -1.06, 0.01], [-0.56, -0.23, 1.68], [0.47, 0.05, -1.10], [-0.73, 0.63, 0.91], [-1.49, 1.03, -0.11], [1.61, -0.88, 0.49], [0.44, -0.04, -3.11], [0.00, -1.65, 0.70], [0.42, -1.00, -0.02], [-1.34, 0.40, 1.05], [-0.08, 0.51, -0.86], [-0.28, 0.89, -0.36], [-0.87, 0.38, 0.36], [-0.14, 0.01, 0.07], [0.17, 0.03, 0.14], [-0.12, -0.02, -0.31], [0.13, -0.25, 0.02], [0.41, -0.25, 0.17], [0.39, -0.16, -0.49], [0.23, 0.53, 0.12], [-0.30, 0.21, 0.13], [0.06, -0.05, -0.09], [-0.69, 0.59, -0.19], [0.01, -0.28, 0.70], [0.14, -0.04, 0.20], [0.51, 0.20, -0.70], [0.11, -0.07, -0.13], [-0.62, 0.11, 0.23], [-0.21, -0.10, 0.29], [0.02, 0.43, 0.12], [-0.48, 0.22, 0.53], [1.25, 0.84, -0.03], [-0.81, -0.01, 0.94], [0.97, -0.36, -0.25], [-1.33, -0.61, 1.07], [1.68, -0.40, -0.48], [-0.89, -0.16, 0.45], [0.31, 0.68, 0.34], [-0.37, -2.32, 0.88], [-0.85, 0.39, -0.17], [-1.20, -0.28, -0.34], [-0.25, -0.01, -1.01], [0.18, -0.36, 0.10], [-0.03, -0.48, 0.19], [0.33, -0.09, -0.34], [-0.03, -0.09, -0.67], [-0.66, 0.24, 0.03], [0.17, 0.28, 0.65], [-0.39, 0.39, -0.23], [-0.28, 0.19, -0.93], [-0.19, 0.48, 0.43], [-0.02, 0.72, -0.65], [0.69, 0.78, -0.10], [0.31, 0.14, 0.00], [0.12, 0.03, 0.12], [0.06, 0.00, -0.29], [0.01, -0.07, 0.01], [0.65, 0.19, -0.16], [0.29, -0.35, 0.14], [0.67, -0.05, -0.40], [-1.28, 0.64, -1.37], [0.08, -0.49, 0.80], [0.45, -0.75, -0.24], [0.13, -0.69, 0.13], [1.04, 0.93, 1.15], [-0.40, 0.25, -1.05], [0.43, -0.58, 0.49], [0.56, -0.98, -0.80], [-1.02, 0.51, 0.45], [-0.48, 0.96, -0.21], [1.30, 0.39, -1.39], [0.06, 0.12, 0.39], [0.06, 0.09, 0.28], [-0.09, -0.51, 0.44], [0.37, -0.01, 0.30], [-0.04, 0.85, 0.07], [-0.49, -0.15, -0.48], [-0.82, 0.08, -0.02], [-0.17, -0.04, 0.02], [0.07, -0.18, -0.11], [-0.19, -0.25, 0.16], [0.33, 0.47, 0.16], [0.08, -0.62, -0.09], [0.68, -0.16, -0.60], [-0.20, -0.02, 0.28], [0.46, -0.47, 0.17], [-0.35, -0.18, -0.45], [0.06, 0.35, 0.72], [-0.52, 0.20, 0.40], [0.02, 0.30, 0.61], [0.61, -0.41, 0.27], [-1.50, -0.66, 0.15], [0.47, 0.36, -1.07], [0.23, -1.91, 1.99], [1.34, 1.33, -1.03], [0.89, -0.11, -0.80], [-0.98, 0.40, 2.63], [-0.11, -0.12, -0.83], [0.96, -0.43, 0.47], [-0.32, -0.20, -0.56], [1.25, 1.16, -1.16], [-0.54, -0.49, 0.05], [-0.09, 0.10, 0.08], [0.13, 0.50, -0.47], [-0.25, -0.17, 0.33], [-0.11, 0.17, 0.41], [0.12, 0.77, -0.42], [-0.28, 0.43, -0.58], [-0.10, -0.25, 0.14], [-0.53, -0.18, 0.31], [-0.10, -0.32, -0.06], [0.25, 0.03, -0.17], [-0.64, -0.18, 0.04], [-0.01, 0.44, 0.74], [0.20, 0.11, 0.01], [0.06, -0.01, -0.02], [-0.01, 0.08, 0.23], [-0.19, -0.21, 0.00], [-0.32, 0.22, 0.10], [-0.28, -0.91, -0.81], [0.07, 0.71, -0.36], [0.54, 0.82, -0.22], [-0.70, -0.94, -0.59], [1.24, 0.56, 0.42], [0.22, -0.52, 0.64], [-0.23, 1.76, -0.85], [-0.66, 0.57, 1.89], [0.49, -0.17, -0.18], [0.78, -2.49, -0.13], [-0.19, 0.34, 0.36], [-0.67, -0.17, -0.51], [-0.65, -0.58, -0.39], [-0.04, -0.18, 0.12], [-0.02, -0.17, -0.25], [-0.47, -0.27, -0.19], [-0.24, -0.43, 0.68], [0.04, 0.27, -0.33], [-0.37, -0.17, 0.31], [-0.39, 0.04, 0.22], [-0.06, 0.00, 0.43], [-0.07, 0.78, -0.09], [0.19, 0.00, 0.01], [0.24, 0.25, 0.31], [-0.40, -0.25, -0.65], [0.24, 0.13, -0.03], [-0.06, -0.32, -0.38], [0.23, 0.01, 0.01], [0.26, -0.10, 0.07], [0.22, 0.28, 0.29], [0.41, 0.24, -0.65], [1.17, 1.16, -0.32], [-0.43, -0.31, -0.32], [0.86, -0.17, 0.52], [0.34, -0.15, -0.97], [-0.98, 0.26, 0.66], [0.09, 0.62, 0.20], [0.23, -0.21, 0.09], [-0.74, -0.90, 0.38], [0.11, -0.25, 0.41], [0.52, -0.34, -0.76], [-1.05, -0.39, 0.60], [-0.14, 0.29, -0.09], [0.17, 0.17, -0.13], [-0.21, -0.04, 0.10], [0.72, -0.10, 0.13], [0.10, 0.20, -0.03], [-0.82, 0.25, -0.45], [0.13, 0.03, -0.01], [-0.71, -0.12, -1.80], [-1.49, 0.29, 1.44], [-0.13, -0.07, -0.36], [0.23, -0.97, 0.27], [-0.02, 0.51, 1.30], [0.64, 0.40, -0.22], [-0.02, 0.18, 0.70], [-0.20, -0.06, -0.15], [0.99, -0.71, -0.33], [-0.35, -0.13, 0.12], [0.60, 0.25, -0.21], [-0.31, -0.05, -0.87], [0.18, 0.60, 0.04], [0.24, 0.11, 0.34], [0.70, 0.46, -0.43], [-0.44, -0.82, 0.35], [-1.40, -0.50, -0.08], [0.61, 0.32, 0.60], [-0.09, -1.04, 0.14], [0.22, 0.90, -0.49], [-1.08, 0.43, -0.16], [0.59, 0.40, -1.14], [0.36, 0.65, -0.27], [-0.15, 0.55, 0.46], [0.12, -0.23, -0.07], [0.49, -0.36, -0.10], [-0.07, 0.26, 0.32], [0.37, 0.53, 0.15], [0.47, -0.13, 0.21], [0.41, -0.03, -0.49], [-0.08, -0.93, 0.21], [-0.31, 0.20, 0.70], [-0.32, -0.35, 0.08], [-0.39, 0.00, -0.44], [0.16, 0.77, 0.20], [0.02, 1.02, 1.66], [0.85, -0.25, 0.08], [-0.85, 0.75, 0.30], [0.96, 0.23, -0.98], [-0.46, -0.22, 0.03], [0.24, -0.03, -0.28], [-0.02, 0.02, 0.34], [0.41, -0.81, 0.24], [-0.20, -0.34, -0.32], [-0.51, -0.75, -0.37], [0.23, -0.41, -0.31], [-0.27, 0.40, 0.06], [-0.01, -0.28, -0.58], [0.02, -0.16, 0.26], [-0.31, -0.03, 0.08], [-1.04, 1.22, 0.20], [1.25, -0.49, 1.17], [-1.61, 0.16, 0.16], [-0.38, -0.07, -1.25], [-0.41, 1.24, 1.47], [0.31, 0.52, 0.11], [0.44, -0.53, -0.35], [0.74, -0.28, 0.47], [0.20, -0.42, -0.04], [-0.43, 0.46, 0.19], [-0.24, -0.34, -0.19], [-0.06, 0.01, -0.20], [0.55, -0.59, -0.10], [0.03, -0.24, -0.32], [0.18, -0.48, -1.48], [0.09, -0.20, -0.05], [0.50, 0.09, 0.20], [0.08, -1.25, 0.36], [-0.77, 2.18, -0.73], [-1.84, -0.40, 0.58], [0.98, -0.85, 0.52], [-1.13, 0.54, 0.00], [0.03, -0.90, 0.66], [-0.44, 0.06, -0.35], [-0.38, 0.11, -0.04], [0.63, 0.32, -0.60], [1.08, -0.39, -0.04], [-0.17, 0.14, 0.17], [1.41, 0.12, -0.54], [0.24, -0.24, -0.08], [0.18, -0.19, -0.17], [0.11, 0.12, -0.20], [0.00, 1.09, 0.25], [0.00, -0.56, 0.11], [0.03, 0.24, -0.47], [0.50, 0.14, -1.54], [0.83, 0.65, 2.35], [-0.90, -1.21, -0.18], [1.61, 0.34, 1.16], [-0.15, 0.78, 0.09], [0.21, -0.36, 0.30], [-0.20, 0.41, 0.04], [0.01, -0.57, 0.05], [0.04, -0.44, 0.59], [-0.28, 0.76, -1.56], [-0.21, -0.48, -0.35], [-0.06, -0.49, -0.40], [-0.42, 0.40, -0.74], [-0.28, 0.30, 0.13], [-0.33, -0.33, 0.10], [-0.57, -0.21, 0.35]], "homo_ev": -7.94, "orbital_gap_ev": 8.462, "e_tot_ev": -134109.9271, "molar_mass_g_mol": 1567.5}